{"formula": "C44H49IN8O4Re", "method": "the ωB97M-V functional and the def2-TZVPD basis", "symbols": ["Re", "C", "O", "C", "C", "C", "C", "C", "C", "N", "N", "C", "C", "O", "C", "C", "C", "C", "C", "C", "C", "C", "H", "H", "H", "H", "H", "H", "H", "H", "H", "H", "H", "H", "H", "C", "N", "C", "C", "N", "N", "C", "C", "H", "H", "H", "H", "H", "H", "H", "H", "H", "H", "H", "H", "H", "C", "C", "C", "C", "C", "C", "N", "C", "C", "C", "C", "C", "C", "H", "H", "H", "H", "H", "H", "H", "H", "H", "H", "I", "C", "C", "C", "C", "N", "C", "H", "H", "H", "H", "O", "C", "O", "C", "N", "C", "C", "C", "H", "H", "H", "H", "H", "H", "H", "H", "H"], "positions_angstrom": [[-1.150, 0.516, -0.423], [-2.684, 3.139, -2.757], [-1.850, 2.003, -2.383], [-1.046, 1.490, -3.371], [-0.578, 2.203, -4.451], [-0.306, 1.491, -5.631], [-0.302, 0.129, -5.640], [-0.920, -0.601, -4.624], [-0.972, 0.025, -3.336], [-1.300, -0.463, -2.066], [-1.716, -1.769, -2.026], [-2.951, -1.917, -1.518], [-3.737, -0.913, -0.898], [-3.311, 0.322, -0.597], [-5.044, -1.334, -0.339], [-5.415, -2.646, -0.288], [-4.658, -3.697, -0.910], [-4.991, -5.112, -0.854], [-4.216, -6.100, -1.348], [-3.004, -5.644, -2.043], [-2.735, -4.293, -2.262], [-3.509, -3.289, -1.637], [-3.198, 2.911, -3.799], [-3.450, 3.243, -1.969], [-2.161, 4.107, -2.719], [-0.727, 3.248, -4.555], [-0.035, 1.979, -6.593], [0.078, -0.331, -6.629], [-1.307, -1.579, -4.669], [-5.513, -0.606, 0.241], [-6.323, -2.926, 0.243], [-5.910, -5.247, -0.214], [-4.365, -7.177, -1.130], [-2.257, -6.387, -2.345], [-1.892, -3.968, -2.776], [1.994, -1.839, -3.050], [2.100, -1.219, -1.688], [2.816, -1.831, -0.532], [1.790, 0.120, -1.599], [0.819, 0.501, -0.578], [2.382, 1.010, -2.412], [2.085, 2.460, -2.295], [3.597, 0.658, -3.120], [2.952, -2.271, -3.337], [1.699, -1.004, -3.776], [1.202, -2.601, -2.933], [2.142, -2.354, 0.241], [3.458, -1.149, 0.063], [3.544, -2.581, -0.889], [1.300, 1.045, 0.156], [2.678, 2.883, -3.106], [2.432, 2.834, -1.385], [0.995, 2.553, -2.371], [3.407, 0.416, -4.201], [4.091, -0.133, -2.531], [4.413, 1.408, -2.972], [1.455, 5.024, 1.863], [0.832, 5.241, 0.564], [-0.024, 4.269, -0.017], [-0.399, 3.233, 0.824], [0.272, 3.009, 2.020], [1.251, 3.810, 2.533], [-1.487, 2.294, 0.507], [-2.797, 2.783, 0.788], [-3.666, 2.006, 1.600], [-4.777, 2.602, 2.232], [-5.179, 3.874, 1.930], [-4.324, 4.641, 1.110], [-3.210, 4.119, 0.542], [2.154, 5.833, 2.084], [1.180, 6.143, -0.014], [-0.547, 4.545, -0.926], [-0.116, 2.173, 2.590], [1.886, 3.596, 3.397], [-3.488, 0.992, 1.859], [-5.390, 1.905, 2.805], [-6.097, 4.270, 2.396], [-4.559, 5.710, 0.862], [-2.714, 4.809, -0.064], [0.121, -4.997, 1.062], [-0.752, -3.207, 1.629], [-1.428, -3.106, 2.849], [-1.841, -1.838, 3.244], [-1.527, -0.706, 2.485], [-1.095, -0.877, 1.157], [-0.632, -2.058, 0.835], [-1.616, -4.011, 3.456], [-2.402, -1.671, 4.156], [-1.545, 0.337, 2.788], [-0.017, -2.075, -0.059], [3.906, 1.058, 4.078], [3.950, -0.150, 3.488], [3.363, -0.418, 2.492], [4.698, -1.247, 4.222], [5.538, -0.737, 5.262], [6.802, -1.391, 5.299], [6.766, -2.563, 4.180], [5.598, -2.139, 3.339], [3.897, -1.783, 4.791], [5.098, -0.725, 6.165], [4.433, 0.922, 4.938], [6.876, -1.857, 6.305], [7.626, -0.685, 5.291], [6.603, -3.497, 4.750], [7.723, -2.655, 3.565], [5.196, -2.997, 2.800], [5.965, -1.521, 2.583]], "forces_ev_per_a": [[-3.5, 2.0, -0.3], [-1.4, -0.2, -0.8], [0.9, 0.7, 0.3], [0.2, -1.5, -0.6], [-1.3, -0.7, -0.9], [1.7, 1.0, -0.2], [-0.4, -1.5, -2.6], [1.3, 1.0, 2.8], [-1.0, 2.4, -1.3], [1.1, -0.7, -0.6], [-1.0, 0.0, -0.1], [-0.3, -1.1, -0.7], [-1.3, 0.1, 1.5], [1.0, -1.2, 0.2], [2.6, -0.9, -1.0], [-0.3, -0.1, 0.0], [0.9, -0.3, -1.3], [-2.0, 2.4, 1.9], [2.6, 0.2, -0.7], [-0.9, -0.3, 0.3], [-1.5, -1.2, 1.5], [0.0, -0.5, 0.9], [1.2, 0.6, 2.2], [0.2, -0.5, -0.4], [0.3, -0.5, -0.5], [-0.1, 0.9, 0.3], [-0.1, 0.0, 1.1], [-1.2, 0.3, 1.8], [0.3, -1.3, -0.4], [-1.1, 1.1, 0.6], [0.1, 0.1, 0.0], [1.0, -0.5, -0.9], [-0.1, 1.0, -0.4], [-0.5, 0.3, -0.2], [1.4, 0.1, -0.8], [-0.2, 0.9, 0.6], [0.0, 1.3, -0.3], [-0.4, -1.1, 1.1], [-0.8, 0.0, 0.7], [3.4, 0.7, -0.7], [-0.9, -0.3, 2.1], [-0.7, -1.5, -1.8], [1.6, -0.4, 0.2], [-0.1, -0.1, -0.2], [0.2, -1.6, 1.0], [0.4, 0.3, -0.6], [0.8, 0.7, -1.3], [-0.7, 0.2, -0.5], [-0.6, 0.2, -0.2], [-0.1, 0.0, -0.4], [-0.7, 0.5, 0.0], [0.6, 0.6, 1.6], [0.5, 0.5, -0.2], [0.4, 0.2, 1.1], [-0.6, -0.5, -0.9], [-1.2, 0.2, -0.6], [-0.5, 0.3, -3.0], [1.1, -0.5, 0.7], [0.2, 2.0, 1.2], [-0.3, -0.8, -0.7], [-1.1, -1.4, 0.2], [1.1, 2.2, -0.2], [0.5, -1.5, -0.6], [-1.0, 0.2, 1.4], [0.2, 2.0, 0.1], [0.1, -1.7, -1.2], [0.2, 1.0, 0.4], [-2.1, 1.2, 0.4], [0.5, -1.6, 0.5], [-0.1, -0.6, 0.7], [-0.7, -1.0, 0.7], [0.2, -0.5, -0.1], [0.3, -0.2, 0.1], [-0.7, -0.2, -0.1], [0.5, -0.6, -0.1], [0.0, 0.5, 0.2], [0.7, 0.0, -0.4], [0.0, -1.2, 0.4], [1.3, 0.6, -0.9], [0.0, 0.1, -0.2], [-0.2, 0.5, 0.5], [-0.1, -0.5, -0.8], [0.2, 1.4, 0.0], [-0.1, -0.8, -2.0], [0.0, 1.2, 2.3], [1.0, -1.8, -0.5], [0.1, 0.8, -0.3], [0.4, -0.1, 0.2], [-0.7, -0.3, 0.2], [-0.5, -0.3, -0.3], [0.7, -0.9, 1.1], [0.6, -0.1, 1.3], [-1.1, 0.2, -1.9], [-1.1, -1.0, 1.0], [-0.3, 1.5, 0.1], [1.4, -1.9, 0.9], [1.4, 1.0, 1.5], [-0.6, -0.7, 0.3], [0.1, -0.2, -1.1], [-0.1, -0.3, 0.0], [-0.4, 0.5, -1.5], [0.3, 0.0, -0.6], [0.2, 0.0, -0.7], [0.0, 0.3, -0.6], [-1.3, 0.2, 1.0], [-0.7, 0.2, 0.4], [0.6, 1.2, -1.4]], "e_lumo_ev": [-6.75, -6.46], "e_above_lowest_kj_mol": 286.1, "spin_multiplicity": 4, "gap_ev": [4.91, 5.97], "e_homo_ev": [-11.7, -12.4], "e_tot_ha": -2820.3004, "total_charge": 2}